1.
20
Properties=species:S:1:pos:R:3:forces:R:3 method="wB97M-V/def2-TZVPD" orbital_gap_ev=9.549 charge=+1 multiplicity=1 e_above_lowest_kj_mol=364.4
H -1.62678 -1.70829 1.16879 0.6 1.7 1.5
H 0.94270 -1.90913 -1.80530 0.4 -0.2 0.3
C 1.42666 0.01406 1.44315 1.2 2.0 -1.4
C 0.20663 -0.71965 0.95468 1.4 -0.7 2.6
H -0.15543 3.79033 -4.45910 -0.1 -0.2 0.2
H -1.85069 1.34968 -1.43201 -0.2 -0.3 0.0
N -0.66195 1.29416 0.20609 0.1 0.9 3.6
Br -0.72945 2.70866 -3.71908 0.1 0.3 -0.3
H 2.38646 -0.47217 1.13649 -1.0 0.1 0.4
H -0.19270 0.63359 -1.63648 0.4 -0.5 0.0
C -1.03537 -0.86944 1.73872 -1.0 -2.8 -2.8
H -1.43303 1.70580 0.75931 0.4 0.1 -0.7
C 1.08633 -2.23045 -0.76048 -0.4 -0.8 -1.9
H -0.83451 -1.15938 2.72569 0.5 -0.6 1.4
C -0.92325 1.03572 -0.94931 -1.6 0.7 -4.0
H 1.62142 -3.17049 -0.56958 -0.2 0.4 0.2
H 1.35655 0.98428 0.84616 0.6 -1.2 1.2
H 1.47128 0.27588 2.50638 -0.5 -0.3 -0.3
H -1.53491 0.03648 1.74428 -1.3 1.3 0.3
N 0.48005 -1.58966 0.10161 0.5 -0.1 -0.3



2.
20
Properties=species:S:1:pos:R:3:forces:R:3 method="wB97M-V/def2-TZVPD" orbital_gap_ev=9.076 smiles="C=[Si](Cl)C(C)(C)C.Cl" multiplicity=1 e_above_lowest_kj_mol=454.6
H -0.32822 0.02031 -2.33528 0.1 -0.6 0.2
H 0.53152 1.36089 -0.48996 3.0 1.5 -1.8
C 2.31086 -0.89402 1.26858 -1.1 2.7 0.3
H -1.94641 0.15554 -1.75999 0.7 -0.8 0.4
H 2.42184 0.23833 1.64418 -0.5 -2.7 -0.9
Cl 5.40018 0.73290 0.02828 2.7 -0.2 -1.5
H -2.71432 -0.51177 0.61074 1.9 0.0 0.6
H -0.04724 1.37679 1.18953 0.0 -0.2 -0.5
H -1.20881 -0.58786 1.78967 -0.8 -0.3 0.7
C -0.22433 1.13121 0.13081 -3.2 0.1 1.3
H -1.10777 1.65685 -0.26294 0.2 0.5 0.5
Si 0.94453 -1.35884 0.34287 -0.2 0.8 -0.5
H 4.35874 0.84918 0.62141 -2.6 0.2 1.4
C -1.63392 -0.86773 0.83454 -0.5 -1.1 -2.2
C -0.53644 -0.28438 -0.17763 -0.8 -2.4 1.1
H -1.70379 -2.01708 0.65370 0.2 1.9 0.8
Cl 0.52665 -3.13035 -0.59232 0.6 -0.5 0.4
C -1.00535 -0.46546 -1.61238 -1.0 1.3 -0.7
H -1.24338 -1.49598 -1.91215 0.3 0.4 0.2
H 2.81775 -1.61414 1.85138 0.9 -0.6 0.3